{
  "formula": "C3H4N2O2",
  "method": "ωB97M-V/def2-TZVPD",
  "homo_energy_ev": -10.068,
  "relative_energy_kj_mol": 306.83,
  "gap_ev": 10.85,
  "total_energy_ev": -10249.0851,
  "symbols": ["C", "C", "C", "H", "H", "H", "H", "N", "N", "O", "O"],
  "xyz": [[-0.928, -1.662, 1.475], [-0.205, 0.200, 0.162], [0.763, 1.375, -1.115], [0.121, -1.788, 1.803], [-1.589, -1.820, 2.365], [-1.169, -2.329, 0.640], [0.991, 2.268, -1.760], [-0.173, 1.429, -0.123], [1.264, 0.217, -1.357], [-1.078, -0.280, 1.052], [0.606, -0.636, -0.530]],
  "atomic_forces_ev_per_a": [[0.451, 0.353, 0.517], [-1.937, -2.541, 1.965], [0.373, 2.092, -1.477], [-0.519, -0.250, -0.220], [0.434, 0.284, -1.056], [0.024, 0.057, 0.348], [0.094, -1.180, 0.978], [0.473, 0.919, -0.755], [1.302, 0.304, -1.859], [0.401, -0.558, -0.073], [-1.095, 0.521, 1.632]],
  "mulliken_charge": [-0.61, 0.73, 0.01, 0.30, 0.21, 0.28, 0.34, -0.47, -0.31, -0.35, -0.13]
}

---

{
  "formula": "C3H4N2O2",
  "method": "ωB97M-V/def2-TZVPD",
  "homo_energy_ev": -8.215,
  "smiles": "[H]/N=c1\\[nH]c(O)co1",
  "relative_energy_kj_mol": 330.23,
  "gap_ev": 8.30,
  "total_energy_ev": -10248.8425,
  "symbols": ["H", "N", "C", "N", "C", "O", "C", "O", "H", "H", "H"],
  "xyz": [[2.684, -1.206, -0.057], [2.085, -1.222, -0.931], [1.007, -0.581, -0.607], [0.571, 0.040, 0.563], [-0.752, 0.476, 0.443], [-1.150, 1.375, 1.424], [-1.164, 0.026, -0.729], [-0.162, -0.755, -1.304], [1.204, 0.614, 1.153], [-2.267, 1.087, 1.446], [-2.057, 0.146, -1.399]],
  "atomic_forces_ev_per_a": [[-0.514, 0.108, -1.516], [-0.635, 1.371, 1.964], [-0.216, -2.195, 0.500], [1.651, 1.198, 1.197], [1.497, 1.108, 0.559], [-5.554, -2.763, -1.219], [-1.837, -0.324, -1.835], [0.370, 0.676, -0.615], [-0.616, -0.860, -0.679], [4.838, 1.773, 0.342], [1.017, -0.092, 1.302]],
  "mulliken_charge": [0.22, -0.68, 0.46, -0.17, 0.39, -0.54, -0.36, -0.35, 0.28, 0.42, 0.35]
}

---

{
  "formula": "C3H4N2O2",
  "method": "ωB97M-V/def2-TZVPD",
  "homo_energy_ev": -8.315,
  "smiles": "[H]/N=c1/occn1O",
  "relative_energy_kj_mol": 613.02,
  "gap_ev": 8.90,
  "total_energy_ev": -10245.9115,
  "symbols": ["H", "N", "C", "O", "C", "C", "N", "O", "H", "H", "H"],
  "xyz": [[0.922, 2.288, -0.138], [-0.001, 2.219, -0.198], [-0.285, 1.002, 0.269], [-1.501, 0.722, 0.122], [-1.562, -0.731, -0.177], [-0.255, -1.237, -0.008], [0.673, -0.217, 0.323], [1.865, -0.143, -0.167], [-2.463, -1.229, -0.118], [0.096, -2.296, -0.318], [2.512, -0.377, 0.410]],
  "atomic_forces_ev_per_a": [[5.317, 1.001, 0.182], [-3.795, -3.410, 2.208], [5.673, 4.378, -3.892], [-4.083, -5.298, 0.393], [5.620, 1.031, 1.680], [-1.622, -0.537, -1.996], [-7.291, 0.684, 2.566], [0.131, 1.709, -5.299], [-1.756, -0.554, -0.128], [-0.687, 2.045, 0.978], [2.493, -1.048, 3.308]],
  "mulliken_charge": [0.23, -0.64, 0.44, -0.27, -0.38, -0.15, 0.11, -0.41, 0.41, 0.30, 0.35]
}

---

{
  "formula": "C3H4N2O2",
  "method": "ωB97M-V/def2-TZVPD",
  "homo_energy_ev": -10.390,
  "smiles": "[H]/N=C1\\O[C@H]1C#N.O",
  "relative_energy_kj_mol": 409.36,
  "gap_ev": 10.70,
  "total_energy_ev": -10248.0224,
  "symbols": ["H", "N", "C", "O", "C", "C", "N", "H", "O", "H", "H"],
  "xyz": [[1.264, -0.585, 2.761], [0.579, -0.992, 2.177], [0.595, -0.638, 1.009], [1.093, -0.023, -0.018], [-0.141, -0.716, -0.288], [-0.204, -1.912, -1.039], [-0.247, -2.847, -1.674], [-1.050, -0.143, -0.393], [-0.815, 2.261, -0.678], [-0.420, 3.068, -0.202], [-0.655, 2.527, -1.656]],
  "atomic_forces_ev_per_a": [[1.193, 0.396, 0.761], [-0.557, -0.310, 0.805], [-2.410, -1.184, -1.645], [1.980, 1.471, -1.099], [-1.216, -0.312, 2.028], [1.027, 1.245, 0.458], [-0.234, -2.043, -1.274], [0.275, 0.692, -0.017], [1.316, 2.704, -1.521], [-0.906, -1.860, -0.899], [-0.467, -0.798, 2.401]],
  "mulliken_charge": [0.26, -0.54, 0.52, -0.35, 0.04, 0.08, -0.32, 0.30, -0.64, 0.32, 0.33]
}

---

{
  "formula": "C3H4N2O2",
  "method": "ωB97M-V/def2-TZVPD",
  "homo_energy_ev": -8.478,
  "smiles": "[H]/N=c1/occn1O",
  "relative_energy_kj_mol": 524.11,
  "gap_ev": 8.88,
  "total_energy_ev": -10246.8331,
  "symbols": ["H", "N", "C", "O", "C", "C", "N", "O", "H", "H", "H"],
  "xyz": [[-1.581, -1.914, 0.982], [-1.281, -1.695, 0.061], [-0.469, -0.706, -0.069], [-0.119, -0.315, -1.456], [0.311, 0.976, -1.476], [0.646, 1.288, -0.285], [0.396, 0.229, 0.624], [0.322, 0.209, 2.111], [0.799, 1.301, -2.462], [1.116, 2.171, 0.013], [1.317, 0.200, 2.415]],
  "atomic_forces_ev_per_a": [[0.139, -0.065, 1.038], [1.969, 2.578, -0.764], [0.827, -0.093, -1.996], [-2.178, -1.777, 1.183], [1.424, -1.657, -3.937], [0.701, 1.709, 4.171], [-1.768, -2.307, 1.025], [2.379, 0.860, -1.936], [-1.429, -0.151, 1.693], [0.641, 1.008, 0.679], [-2.704, -0.104, -1.155]],
  "mulliken_charge": [0.25, -0.60, 0.36, -0.36, -0.17, -0.38, 0.21, -0.41, 0.28, 0.45, 0.37]
}

---

{
  "formula": "C3H4N2O2",
  "method": "ωB97M-V/def2-TZVPD",
  "homo_energy_ev": -11.267,
  "smiles": "CN=C1OO1.C#N",
  "relative_energy_kj_mol": 615.16,
  "gap_ev": 10.55,
  "total_energy_ev": -10245.8894,
  "symbols": ["C", "N", "C", "O", "O", "H", "H", "H", "C", "N", "H"],
  "xyz": [[1.172, -0.310, 1.341], [0.220, -0.090, 0.260], [-0.983, -0.179, 0.497], [-2.174, -0.082, -0.093], [-1.953, -0.402, 1.394], [1.828, -1.141, 1.067], [1.786, 0.588, 1.457], [0.684, -0.536, 2.298], [-0.214, 0.712, -2.720], [0.765, 0.815, -3.325], [-1.132, 0.625, -2.176]],
  "atomic_forces_ev_per_a": [[0.123, -0.033, 0.178], [-0.620, -0.050, 0.082], [0.610, 0.030, -0.050], [-0.035, -0.016, 0.057], [-0.061, 0.001, -0.023], [-0.097, 0.159, 0.050], [-0.089, -0.163, -0.032], [0.130, 0.026, -0.113], [0.957, 0.130, -0.674], [-1.091, -0.113, 0.652], [0.172, 0.029, -0.126]],
  "mulliken_charge": [-0.74, -0.29, 0.77, -0.28, -0.27, 0.26, 0.26, 0.30, 0.16, -0.36, 0.19]
}

---

{
  "formula": "C3H4N2O2",
  "method": "ωB97M-V/def2-TZVPD",
  "homo_energy_ev": -8.341,
  "smiles": "O/N=c1/cc[nH]o1",
  "relative_energy_kj_mol": 606.43,
  "gap_ev": 9.19,
  "total_energy_ev": -10245.9799,
  "symbols": ["O", "N", "C", "C", "C", "N", "O", "H", "H", "H", "H"],
  "xyz": [[2.584, -0.641, 0.003], [1.861, 0.554, -0.082], [0.587, 0.201, 0.046], [-0.600, 1.076, 0.039], [-1.653, 0.273, -0.010], [-1.368, -1.191, -0.170], [0.087, -1.055, -0.008], [3.322, -0.200, -0.210], [-0.610, 2.217, 0.017], [-2.647, 0.639, -0.253], [-1.563, -1.873, 0.629]],
  "atomic_forces_ev_per_a": [[-2.901, -1.616, 0.590], [-5.027, -1.271, 1.214], [0.218, 1.913, -1.049], [0.900, 1.053, 0.059], [-1.746, -1.235, -0.707], [1.813, 2.936, 1.496], [1.580, -2.143, 0.043], [5.374, 1.096, -1.106], [0.030, -2.047, 0.023], [-0.064, -0.407, 0.488], [-0.177, 1.721, -1.051]],
  "mulliken_charge": [-0.34, -0.58, 0.74, -0.37, -0.27, -0.25, -0.26, 0.37, 0.30, 0.36, 0.29]
}

---

{
  "formula": "C3H4N2O2",
  "method": "ωB97M-V/def2-TZVPD",
  "homo_energy_ev": -9.071,
  "relative_energy_kj_mol": 392.69,
  "gap_ev": 9.04,
  "total_energy_ev": -10248.1951,
  "symbols": ["C", "N", "N", "C", "O", "C", "O", "H", "H", "H", "H"],
  "xyz": [[-1.621, -0.385, 0.042], [-0.278, 0.188, -0.004], [0.734, -0.433, -0.837], [1.902, -0.441, -0.164], [2.149, 0.024, 0.951], [0.044, 1.358, 0.320], [0.328, 2.460, 0.504], [-1.968, -0.471, -0.989], [-1.575, -1.374, 0.503], [-2.287, 0.264, 0.616], [2.686, -0.895, -0.797]],
  "atomic_forces_ev_per_a": [[-0.090, -0.021, -0.009], [-0.016, 0.463, -0.013], [0.260, -0.251, 0.011], [-0.008, 0.069, -0.059], [-0.152, 0.128, -0.283], [0.152, 0.749, 0.171], [-0.271, -1.086, 0.034], [-0.011, -0.034, 0.135], [0.119, 0.176, -0.060], [0.140, -0.075, -0.092], [-0.122, -0.118, 0.163]],
  "mulliken_charge": [-0.79, 0.33, -0.75, 0.12, -0.62, 0.75, -0.32, 0.31, 0.28, 0.33, 0.36]
}

---

{
  "formula": "C3H4N2O2",
  "method": "ωB97M-V/def2-TZVPD",
  "homo_energy_ev": -10.631,
  "smiles": "C=CC#N.O=NO",
  "relative_energy_kj_mol": 550.46,
  "gap_ev": 10.36,
  "total_energy_ev": -10246.5600,
  "symbols": ["C", "C", "C", "N", "H", "H", "H", "O", "N", "O", "H"],
  "xyz": [[1.346, 0.095, -1.092], [1.302, 0.212, 0.279], [1.690, -0.736, 1.201], [2.274, -1.442, 1.892], [1.541, -0.817, -1.639], [1.127, 0.797, -1.890], [1.046, 1.136, 0.752], [-3.595, 1.187, -0.393], [-2.567, 0.819, -0.033], [-2.509, -0.616, 0.281], [-1.654, -0.635, 0.643]],
  "atomic_forces_ev_per_a": [[-0.316, -0.577, 1.337], [-0.736, 1.602, -3.976], [1.376, -1.619, 0.462], [-0.297, -0.382, 0.526], [0.392, -0.658, 0.787], [-0.216, 0.946, 1.003], [-0.227, 0.694, -0.126], [-0.458, -0.584, -0.116], [0.873, -0.375, 0.431], [-2.481, 1.306, -1.124], [2.088, -0.354, 0.796]],
  "mulliken_charge": [-0.53, -0.37, 0.42, -0.38, 0.25, 0.29, 0.32, -0.31, 0.31, -0.39, 0.39]
}

---

{
  "formula": "C3H4N2O2S",
  "method": "ωB97M-V/def2-TZVPD",
  "homo_energy_ev": -8.552,
  "relative_energy_kj_mol": 674.17,
  "gap_ev": 7.42,
  "total_energy_ev": -21079.8446,
  "symbols": ["C", "C", "C", "N", "N", "O", "O", "S", "H", "H", "H", "H"],
  "xyz": [[0.285, -1.583, 0.398], [0.400, 0.794, 0.897], [-0.937, 0.891, 0.204], [0.978, -0.490, 0.852], [-0.229, -0.431, -1.651], [1.085, 1.681, 1.312], [-0.932, 0.615, -1.172], [-0.554, -0.709, -3.118], [0.941, -2.423, 0.057], [-1.646, 0.220, 0.903], [-1.299, 2.019, 0.395], [1.908, -0.585, 0.921]],
  "atomic_forces_ev_per_a": [[-0.328, 1.295, 0.126], [1.280, -0.779, -0.662], [-1.784, 1.266, 3.691], [-4.635, -2.862, -1.227], [0.590, -0.069, 1.366], [-0.317, 0.995, 0.328], [-1.055, 0.981, -0.023], [-0.216, -0.510, -1.669], [0.216, 0.740, 0.658], [1.197, 1.037, -2.127], [0.810, -2.587, -0.998], [4.241, 0.493, 0.537]],
  "mulliken_charge": [-0.42, 0.57, -0.32, 0.01, -0.07, -0.52, -0.08, -0.09, 0.18, 0.29, 0.24, 0.21]
}

---

Repeat the eighth record exactly.
{
  "formula": "C3H4N2O2",
  "method": "ωB97M-V/def2-TZVPD",
  "homo_energy_ev": -9.071,
  "relative_energy_kj_mol": 392.69,
  "gap_ev": 9.04,
  "total_energy_ev": -10248.1951,
  "symbols": ["C", "N", "N", "C", "O", "C", "O", "H", "H", "H", "H"],
  "xyz": [[-1.621, -0.385, 0.042], [-0.278, 0.188, -0.004], [0.734, -0.433, -0.837], [1.902, -0.441, -0.164], [2.149, 0.024, 0.951], [0.044, 1.358, 0.320], [0.328, 2.460, 0.504], [-1.968, -0.471, -0.989], [-1.575, -1.374, 0.503], [-2.287, 0.264, 0.616], [2.686, -0.895, -0.797]],
  "atomic_forces_ev_per_a": [[-0.090, -0.021, -0.009], [-0.016, 0.463, -0.013], [0.260, -0.251, 0.011], [-0.008, 0.069, -0.059], [-0.152, 0.128, -0.283], [0.152, 0.749, 0.171], [-0.271, -1.086, 0.034], [-0.011, -0.034, 0.135], [0.119, 0.176, -0.060], [0.140, -0.075, -0.092], [-0.122, -0.118, 0.163]],
  "mulliken_charge": [-0.79, 0.33, -0.75, 0.12, -0.62, 0.75, -0.32, 0.31, 0.28, 0.33, 0.36]
}